Density functional theory data (ωB97M-V with the def2-TZVPD basis set) for a structure of composition C29H46BrNOP2Pd at a distorted geometry.

Summary:
HOMO level (alpha / beta) in hartree: -0.477 / -0.477
Gap between HOMO and LUMO (alpha / beta) in eV: 7.14 / 3.71
<S²>: 2.005
Charge: +2
2S+1: 3

The geometry in XYZ format:
```
81
Properties=species:S:1:pos:R:3:forces:R:3
C 0.057469 -3.178430 -7.294136 -0.194 0.125 -0.097
C 0.879684 -2.278870 -6.585173 0.240 0.146 -0.153
C 1.941605 -1.681325 -7.271823 0.158 0.248 -0.216
C 2.122385 -1.944970 -8.626544 -0.515 -0.347 0.313
N 1.312087 -2.779245 -9.274181 0.115 -0.065 -0.797
C 0.302609 -3.390694 -8.655606 0.548 0.560 0.580
C 0.690538 -1.950761 -5.180274 -0.580 -0.556 0.808
C 0.462216 -1.828233 -3.989031 -0.014 -0.825 -1.261
C 0.143378 -1.960866 -2.596749 0.615 -0.436 0.515
C -1.107854 -1.580937 -2.094860 0.158 0.574 -0.023
C -1.310025 -1.382198 -0.729488 1.055 0.244 0.495
C -0.242757 -1.642462 0.163106 -0.075 -0.750 0.294
C 0.919081 -2.251513 -0.307009 0.703 0.768 -0.137
C 1.117405 -2.428981 -1.681682 0.139 0.830 -0.173
Pd 0.560716 0.462492 0.898839 -0.870 -0.321 0.070
P -1.371381 1.691870 1.398666 -1.528 1.481 0.011
H 2.617644 -0.985333 -6.787243 -0.157 -0.083 0.135
H -0.788764 -3.692937 -6.850393 0.170 0.189 0.236
H 2.924651 -1.460171 -9.201610 -0.408 -0.324 0.275
H -0.329174 -4.046805 -9.270512 0.318 0.276 0.408
H 2.092462 -2.764352 -2.064904 -0.570 0.088 0.277
H -1.865913 -1.312850 -2.833683 0.045 0.045 0.474
H 1.755938 -2.320923 0.388336 -0.210 -0.747 -0.197
H -2.160472 -0.858463 -0.369997 -0.899 -0.169 0.234
C -1.673398 2.338348 3.120259 0.605 -0.384 0.251
C -1.712664 3.850893 3.331855 -0.007 0.355 -0.056
H -0.851733 1.908929 3.714345 -0.341 0.116 0.127
H -2.615413 1.885609 3.478168 0.439 -0.023 -0.254
H -1.818258 4.090977 4.398207 -0.032 -0.204 -0.257
H -0.790899 4.326299 3.000433 0.122 0.017 0.027
H -2.527709 4.355184 2.802139 0.059 -0.255 0.051
C -0.676401 3.033476 0.335123 0.588 0.189 -0.018
C -1.228160 3.141888 -1.085669 -0.226 0.006 -0.444
H 0.397675 2.764558 0.222945 -0.458 0.346 0.078
H -0.693280 4.000826 0.851001 -0.030 -0.158 -0.076
H -0.480550 3.626164 -1.735878 -0.402 -0.054 0.274
H -1.424224 2.155585 -1.523649 0.069 0.114 0.074
H -2.167645 3.712498 -1.137786 0.387 -0.176 0.067
C -3.138514 1.520688 0.849362 -0.090 -0.785 -0.482
C -4.136202 2.690294 0.984576 0.199 0.437 0.177
H -3.528895 0.654934 1.406137 0.190 0.152 -0.296
H -3.103547 1.227349 -0.209522 -0.025 -0.082 0.247
H -5.071917 2.447521 0.450541 0.489 -0.056 0.231
H -4.406471 2.917211 2.022746 0.113 -0.222 -0.145
H -3.760904 3.628040 0.560005 0.004 -0.197 -0.037
Br -0.255278 -1.650201 2.301517 0.782 0.722 -1.601
P 3.705256 1.077019 1.755913 -1.662 -0.677 -0.252
C 2.508016 2.485099 1.641797 0.383 -0.132 -0.117
C 3.010171 3.755212 2.320842 -0.001 0.284 0.360
H 1.528618 2.147915 2.061398 0.539 0.021 0.046
H 2.360303 2.667181 0.568843 0.263 -0.078 0.155
H 2.389100 4.610932 2.055808 -0.004 -0.077 -0.088
H 2.981668 3.675582 3.408954 0.075 -0.088 -0.054
H 4.036148 3.974107 2.020610 -0.094 0.071 -0.001
C 3.168229 -0.140351 3.039843 0.091 0.534 0.295
C 4.295256 -0.803634 3.826537 0.253 -0.114 0.045
H 2.526037 -0.890249 2.560711 0.145 0.148 -0.249
H 2.509800 0.422952 3.713564 0.159 0.041 -0.069
H 3.876350 -1.357623 4.664565 -0.055 0.018 -0.012
H 4.859080 -1.514269 3.225949 0.005 0.003 -0.118
H 4.999321 -0.076394 4.226741 -0.043 0.041 0.050
C 3.750272 0.250563 0.124525 0.889 -0.254 -0.016
C 4.838839 0.829158 -0.812940 -0.039 0.124 -0.260
H 2.746584 0.296485 -0.342517 0.198 0.073 0.197
H 3.975097 -0.808563 0.336559 -0.123 0.315 -0.048
H 4.962899 0.184218 -1.692235 -0.093 0.099 0.293
H 4.573142 1.824779 -1.194202 0.053 -0.215 0.229
H 5.813099 0.896159 -0.308248 -0.323 -0.051 -0.134
C -3.500486 -3.915105 2.473411 -0.390 0.351 -0.144
C -3.908369 -2.890059 3.561886 0.106 0.031 -0.391
C -3.624827 -1.514844 2.937022 -0.387 0.601 -0.212
O -3.047247 -1.689377 1.638485 -0.309 -0.827 -0.007
C -2.763526 -3.081544 1.434337 1.065 -0.298 -0.316
H -2.835154 -4.688183 2.866120 -0.257 0.037 -0.065
H -4.385276 -4.379426 2.044333 0.017 -0.120 0.050
H -3.333379 -3.043718 4.474261 -0.152 0.068 0.022
H -4.976049 -2.969695 3.770391 0.209 -0.087 0.239
H -4.557326 -0.957881 2.741135 0.261 -0.097 0.446
H -2.945564 -0.880100 3.538714 -0.248 -0.297 -0.066
H -1.680735 -3.231315 1.629333 -0.850 -0.284 -0.414
H -2.914487 -3.325140 0.366650 -0.363 0.022 0.600
```
Positions in Å, forces in eV/Å.

Atom charges from the Mulliken analysis, given in e for atoms 1 to 6: atom 1 (C): -0.391, atom 2 (C): 0.714, atom 3 (C): -0.427, atom 4 (C): -0.346, atom 5 (N): -0.545, atom 6 (C): -0.335

Density functional theory data (ωB97M-V with the def2-TZVPD basis set) for a structure of composition C4H9NO2.

Summary:
HOMO level (alpha / beta) in hartree: -0.316 / -0.316
Gap between HOMO and LUMO (alpha / beta) in eV: 8.18 / 8.18
2S+1: 1

The geometry in XYZ format:
```
16
Properties=species:S:1:pos:R:3:forces:R:3
C 2.851138 0.019402 -1.180002 0.146 0.014 -0.046
N 1.501908 -0.088646 -0.650810 -0.110 0.230 0.507
C 1.239008 0.423689 0.456255 0.140 -0.103 -0.405
O -0.040644 0.378704 1.020618 -0.299 -0.122 -0.141
C -1.061451 -0.107399 0.326864 -0.018 -0.346 0.141
C -2.270397 -0.613900 1.033936 0.300 0.255 0.059
O -3.368811 -0.747475 0.354185 0.055 0.109 -0.003
H 3.240314 -0.987387 -1.366734 -0.103 0.190 0.048
H 2.810444 0.536061 -2.145474 -0.020 -0.105 0.201
H 3.551119 0.555401 -0.520485 -0.188 -0.096 -0.079
H 1.901352 0.967327 1.139307 -0.133 -0.143 -0.192
H -2.447313 1.226841 -0.549357 -0.013 -0.011 -0.034
H -0.843734 -0.423371 -0.695101 -0.105 0.106 0.161
H -1.731805 -1.627488 1.127425 0.262 0.066 -0.044
H -2.291886 -0.211274 2.073119 -0.046 -0.079 -0.201
H -3.039242 0.699516 -0.423751 0.133 0.032 0.028
```
Positions in Å, forces in eV/Å.

Atom charges from the natural (NBO) analysis, given in e for atoms 1 to 6: atom 1 (C): -0.431, atom 2 (N): -0.434, atom 3 (C): 0.386, atom 4 (O): -0.481, atom 5 (C): 0.349, atom 6 (C): -0.105

Energy relative to the best compared isomer or geometry (same formula, charge and spin) for every record listed, in sequence, given in kJ/mol: 78.1; 595.6.